<w>
Entry from the OMol25 dataset: 3 unconnected molecules or ions with the total composition C4H12NS (ωB97M-V/def2-TZVPD).

The geometry in XYZ format:
```
18
C4H12NS | the OMol25 dataset | ωB97M-V/def2-TZVPD
C -2.98 -0.44 0.24
C -2.09 0.02 -0.87
C -2.45 0.33 -2.10
C 1.17 0.23 0.29
S 0.15 -0.38 1.57
N 4.71 0.54 -0.74
H -2.94 0.25 1.10
H -2.67 -1.42 0.61
H -4.03 -0.47 -0.05
H -1.03 0.09 -0.54
H -1.75 0.63 -2.88
H -3.49 0.31 -2.41
H 1.95 -0.52 0.18
H 1.45 1.25 0.57
H 1.02 -0.48 2.61
H 5.21 0.99 -1.49
H 3.79 0.92 -0.59
H 4.65 -0.46 -0.81
```

Summary:
HOMO level in eV: -13.2
Net charge: +1

Atomic partial charges in e from the natural (NBO) method, atoms 1 to 6: C -0.663; C -0.149; C -0.344; C -0.124; S 0.236; N -1.059



<x>
Entry from the OMol25 dataset: 3 unconnected molecules or ions with the total composition C4H12NS (ωB97M-V/def2-TZVPD).

The geometry in XYZ format:
```
18
C4H12NS | the OMol25 dataset | ωB97M-V/def2-TZVPD
C 2.79 -0.46 -1.24
C 1.84 -0.96 -0.20
C 2.16 -1.66 0.87
C -1.21 0.67 -0.79
S -0.62 0.43 -2.28
N -3.56 1.44 2.39
H 2.90 0.60 -1.06
H 2.46 -0.58 -2.27
H 3.77 -0.89 -1.10
H 0.79 -0.77 -0.33
H 1.51 -1.73 1.73
H 3.15 -2.09 0.97
H -2.11 0.09 -0.58
H -1.22 1.72 -0.51
H -1.40 -0.65 -2.49
H -3.52 2.28 2.96
H -4.42 0.93 2.50
H -3.31 1.63 1.44
```

Summary:
HOMO level in eV: -12.8
Net charge: +1

Atomic partial charges in e from the natural (NBO) method, atoms 1 to 6: C -0.658; C -0.195; C -0.350; C -0.321; S 0.593; N -1.090



Ranking the structures above from most stable to least stable yields <x>, <w>.